# C7H10ClFN2O4

2 unconnected molecules or ions with the total composition C7H10ClFN2O4 (ωB97M-V with the def2-TZVPD basis set, OMol25).

* expectation value of S²: 2.014
* Kohn-Sham gap (alpha / beta): 0.2640 / 0.2554 Ha
* multiplicity: 3
* energy above the lowest of the compared OMol25 structures with the same formula, charge and spin: 40.1 kcal per mole
* HOMO (alpha / beta): -7.3 / -10.6 eV
* molar mass: 240.6 u
* E_tot: -1242.80618 Ha

Positions of all 25 atoms, in Å:
C -1.836 1.672 -0.412
C 0.370 -2.574 -1.514
C 0.072 -1.743 -0.174
C 1.273 0.926 1.269
C 1.606 2.329 0.867
C -0.224 -0.262 -0.198
C -1.585 0.269 -0.566
N -1.962 2.757 -0.019
N -2.717 -0.458 0.907
O -2.512 -0.142 2.032
O -3.501 -1.242 0.476
O 0.046 0.369 1.049
O 2.045 2.436 -0.495
F 2.844 1.387 -1.023
Cl -2.215 -0.463 -1.973
H 0.432 -2.000 -2.461
H -0.498 -3.357 -1.581
H 1.238 -3.169 -1.502
H -0.882 -2.225 0.256
H 1.012 -1.835 0.504
H 1.365 0.946 2.389
H 2.124 0.219 0.845
H 2.323 2.743 1.554
H 0.871 3.194 0.886
H 0.309 0.222 -1.118